1.
Density functional theory data (wB97M-V/def2-TZVPD) for the molecule C2H5NO.

The geometry in XYZ format:
```
9
Properties=species:S:1:pos:R:3:forces:R:3:nbo_charge:R:1
C -1.26782 0.27155 0.60413 0.3 0.2 0.1 -0.69
N -0.24655 -0.13535 -0.55079 -0.1 -0.2 -0.2 -0.62
C 1.13593 -0.27314 -0.11172 0.1 -0.3 0.4 0.53
O 1.49918 -1.21572 0.53028 -0.2 0.4 -0.5 -0.49
H -0.77353 -0.10830 1.50914 -0.1 0.0 -0.1 0.15
H -1.21811 1.36779 0.63143 0.2 0.0 0.0 0.14
H -0.59136 -1.02733 -0.89555 0.1 -0.1 0.0 0.43
H -0.32109 0.55668 -1.29705 -0.1 -0.2 0.1 0.42
H 1.78337 0.56382 -0.41987 -0.2 0.1 0.2 0.13
```
Positions in Å, forces in eV/Å.

Results
* energy relative to the best compared isomer or geometry (same formula, charge and spin): 95.44 kcal per mole
* orbital gap: 7.627 eV
* E_HOMO: -7.24 eV

2.
Density functional theory data (wB97M-V/def2-TZVPD) for the molecule C5H7N3O3.

The geometry in XYZ format:
```
18
Properties=species:S:1:pos:R:3:forces:R:3:nbo_charge:R:1
C 1.41855 -1.40843 2.02126 -0.7 -1.4 3.0 -0.06
C 0.64787 -0.36371 2.44823 -1.0 1.0 -1.8 0.26
C 1.00008 -0.69789 -0.05241 1.5 0.2 -2.3 0.33
C 1.45678 -0.86134 -1.47231 -0.5 -2.5 0.0 -0.69
C -1.69586 1.66907 0.61832 2.7 -0.5 2.7 -0.27
N 1.59918 -1.62983 0.76979 0.4 -0.3 0.1 -0.35
N 0.15613 0.08823 0.45143 -2.2 1.4 1.4 -0.08
N 0.35355 0.40188 3.52165 0.8 -0.8 1.0 0.39
O 1.00873 -0.00089 4.48227 0.3 0.7 1.7 -0.37
O -0.40560 1.35672 3.51144 -0.1 -0.2 0.0 -0.38
O -0.52696 1.11841 -0.10742 0.1 -0.5 -2.7 -0.36
H 1.62305 -2.18610 2.77017 0.6 0.0 -0.4 0.20
H 1.89545 -1.91943 -1.61184 -0.5 1.7 0.7 0.24
H 0.47457 -0.99401 -1.92693 0.3 0.9 -1.4 0.24
H 2.21953 -0.17952 -1.83588 -0.7 0.5 -0.2 0.25
H -2.18850 2.41645 0.00841 0.3 -0.3 -0.4 0.21
H -1.09929 2.16214 1.47478 -2.0 -0.5 -0.9 0.22
H -2.38405 0.87284 0.98695 0.6 0.6 -0.4 0.20
```
Positions in Å, forces in eV/Å.

Results
* energy relative to the best compared isomer or geometry (same formula, charge and spin): 162.66 kcal per mole
* orbital gap (alpha / beta): 6.830 / 7.387 eV
* spin multiplicity: 3
* E_HOMO (alpha / beta): -7.28 / -9.79 eV

3.
Density functional theory data (wB97M-V/def2-TZVPD) for a cluster of 3 separate species, C27H57BBr2F4N4O10P in total.

The geometry in XYZ format:
```
106
Properties=species:S:1:pos:R:3:forces:R:3:lowdin_charge:R:1
C 5.81190 -0.29805 -0.56085 0.3 0.2 0.2 -0.03
O 4.78610 0.02386 0.38714 -0.5 -0.2 -0.9 -0.06
B 3.94383 1.05794 0.16932 0.2 0.0 0.2 -0.69
O 4.43834 2.24309 -0.26005 -0.2 0.2 -0.2 0.23
C 2.35993 0.88559 0.42916 0.2 0.1 0.5 -0.10
C 2.06666 0.38211 1.88287 -0.1 0.0 0.2 -0.34
P 1.51528 1.92794 2.85242 0.0 0.1 -0.4 0.88
N 0.22712 1.27565 3.70832 0.2 0.5 0.4 -0.15
O 2.78675 2.06327 3.87541 -0.1 -0.1 0.2 -0.29
O 1.11926 -0.66189 2.07756 -0.4 0.2 -0.2 -0.10
C 0.95417 -1.54576 0.97829 0.8 -0.1 0.1 -0.38
C 2.29929 -2.28845 0.76818 -0.2 -0.1 0.0 -0.09
C 2.66519 -3.14193 1.98869 -0.3 -0.2 -0.4 -0.18
C 4.14771 -3.31670 2.18348 0.0 -0.2 0.4 -0.79
F 4.73339 -3.69879 1.01189 0.1 0.2 0.0 0.00
Br 4.96287 -1.66807 2.80419 0.2 -0.2 0.3 1.01
C 4.45960 -4.39740 3.25784 0.0 0.1 0.0 -0.95
F 5.75105 -4.38524 3.60109 -0.2 0.0 -0.1 0.03
F 3.72597 -4.13379 4.35786 0.2 0.0 -0.2 0.04
Br 4.01119 -6.16700 2.62320 0.0 0.0 0.0 0.88
C -0.08581 -2.61817 1.37232 0.0 0.0 0.4 0.02
C -1.54360 -2.47129 1.02803 -0.2 0.3 0.4 -0.53
O -2.40538 -2.19970 1.82046 0.2 -0.1 -0.4 0.14
O -1.78512 -2.71752 -0.27521 -0.3 0.1 0.0 0.11
C 0.52260 -0.71519 -0.23024 -0.5 -0.4 -0.3 -0.13
C -0.76331 0.11845 0.01965 0.4 0.0 0.4 -0.09
C -0.78525 1.62141 -0.28506 -0.7 -0.1 -0.4 -0.15
C -1.85834 2.28989 0.56504 0.5 0.0 0.0 -0.20
F -2.99442 1.49311 0.59392 0.0 0.1 -0.1 -0.04
N 1.65981 0.14952 -0.70632 0.2 0.1 0.0 -0.02
C 2.55764 -0.52487 -1.68123 0.3 -0.3 -0.8 0.03
H 5.79350 0.36527 -1.42268 -0.1 0.1 0.0 0.10
H 5.66644 -1.32528 -0.88695 0.0 -0.1 0.0 0.09
H 6.78406 -0.21417 -0.08657 0.1 0.0 0.1 0.10
H 3.78915 2.95456 -0.29798 0.2 0.0 -0.1 0.12
H 1.97623 1.89991 0.40396 -0.4 0.1 -0.3 0.07
H 3.00831 0.06711 2.33114 0.1 -0.1 -0.1 0.05
H 0.42973 0.55449 4.39347 -0.2 -0.2 -0.2 0.06
H -0.31131 2.02108 4.13788 -0.2 -0.2 0.0 0.04
H 2.66550 1.55330 4.68827 0.3 0.0 0.0 0.06
H 2.18323 -2.94166 -0.09694 0.2 0.0 -0.2 0.14
H 3.11399 -1.59342 0.56818 -0.1 0.0 0.2 0.08
H 2.22391 -2.75185 2.89848 0.1 0.1 0.1 0.13
H 2.27029 -4.14284 1.82326 -0.1 -0.1 0.2 0.10
H -0.06030 -2.69687 2.45426 0.1 0.1 0.1 0.15
H 0.23347 -3.58246 0.98578 0.0 -0.1 -0.2 0.14
H -2.74071 -2.57109 -0.39584 0.1 -0.2 -0.1 0.15
H 0.32183 -1.41802 -1.03718 0.1 0.0 -0.2 0.16
H -1.55686 -0.33506 -0.55549 -0.1 0.0 -0.2 0.12
H -1.05900 -0.01687 1.05718 0.1 0.1 0.2 0.12
H 0.12824 2.16693 -0.07336 0.2 0.0 0.1 0.09
H -1.04877 1.78752 -1.33239 0.2 0.0 -0.1 0.13
H -1.47165 2.40902 1.57587 -0.3 -0.1 0.2 0.10
H -2.11652 3.27220 0.17871 -0.2 0.0 0.0 0.13
H 1.21653 0.87878 -1.26524 -0.1 0.0 0.2 0.17
H 1.95750 -1.09529 -2.38388 -0.2 -0.1 0.1 0.08
H 3.09864 0.21176 -2.27109 0.0 0.3 0.2 0.13
H 3.27268 -1.19599 -1.22846 -0.1 0.1 0.2 0.08
C -6.72436 7.67485 4.17571 0.0 0.0 0.1 -0.11
O -6.34575 6.70892 5.13479 0.0 0.0 -0.1 -0.19
C -7.21659 5.58985 5.23297 -0.1 0.0 0.2 -0.22
C -6.55728 4.33424 4.70980 0.1 0.0 -0.1 -0.22
N -6.37874 4.39107 3.26631 0.1 0.1 0.1 -0.05
C -5.54988 3.33176 2.70860 -0.1 0.1 -0.1 -0.20
C -4.09551 3.23889 3.15078 0.0 -0.2 0.0 -0.23
O -3.27564 4.31028 2.70706 0.0 0.0 0.1 -0.20
C -3.30891 5.47510 3.51566 0.1 0.0 -0.1 -0.09
H -6.09988 8.55130 4.33826 0.0 0.0 0.0 0.09
H -6.57472 7.32547 3.14737 -0.1 0.0 0.0 0.08
H -7.77207 7.96505 4.29546 0.0 0.0 0.0 0.09
H -8.15663 5.78340 4.70811 0.0 0.0 -0.1 0.12
H -7.44464 5.44554 6.29231 0.0 0.0 0.0 0.12
H -7.18914 3.47489 4.95408 0.0 0.0 0.0 0.13
H -5.60791 4.21481 5.25177 -0.1 0.0 0.1 0.11
H -5.97790 5.28706 3.02047 0.0 0.0 0.0 0.07
H -5.55175 3.45488 1.62248 0.0 -0.1 0.0 0.12
H -6.03020 2.37034 2.91802 0.0 0.0 0.0 0.12
H -3.68219 2.34008 2.68988 0.0 0.0 0.0 0.10
H -3.99844 3.10572 4.23579 0.0 0.2 0.0 0.11
H -3.45958 5.22880 4.56965 0.0 0.0 0.0 0.09
H -4.08637 6.17451 3.19912 0.0 0.0 0.1 0.07
H -2.34750 5.97710 3.40571 0.0 0.0 0.0 0.09
C 3.01949 -3.34931 -3.76519 -0.1 0.0 -0.1 -0.11
O 1.71109 -2.87092 -4.01927 0.1 0.1 0.2 -0.21
C 1.64287 -1.73628 -4.88125 -0.2 0.1 0.0 -0.23
C 1.09020 -2.08339 -6.24384 0.0 -0.2 -0.1 -0.22
N 2.03241 -2.88534 -7.00399 0.0 -0.1 0.1 -0.05
C 1.50680 -3.43600 -8.25132 0.2 0.1 -0.1 -0.19
C 0.33731 -4.40794 -8.17652 -0.1 0.0 -0.1 -0.23
O 0.65014 -5.65113 -7.58314 0.1 0.0 0.1 -0.17
C 0.58412 -5.69892 -6.17520 0.0 -0.1 0.0 -0.10
H 2.95273 -4.08465 -2.96488 0.0 0.0 0.0 0.09
H 3.45567 -3.83116 -4.64373 0.1 0.0 0.0 0.09
H 3.68722 -2.53943 -3.44697 0.0 0.0 0.0 0.08
H 2.62460 -1.25830 -4.97365 0.0 -0.1 0.0 0.13
H 0.95642 -1.02375 -4.40803 0.0 0.0 0.0 0.11
H 0.90249 -1.15130 -6.78598 0.0 0.0 0.0 0.13
H 0.12178 -2.58132 -6.09265 0.0 0.1 0.0 0.11
H 2.36101 -3.64869 -6.42691 0.0 0.0 0.0 0.07
H 2.33130 -3.95213 -8.74689 0.0 0.0 0.0 0.12
H 1.22115 -2.60222 -8.90044 0.0 0.0 0.0 0.12
H 0.04622 -4.63613 -9.20402 0.0 0.0 0.0 0.13
H -0.54368 -3.96778 -7.69110 0.1 0.0 0.1 0.11
H -0.19498 -5.03597 -5.78523 0.0 0.0 0.0 0.09
H 1.54054 -5.44187 -5.70615 0.0 0.1 0.0 0.07
H 0.34211 -6.72311 -5.89353 0.0 0.0 0.0 0.09
```
Positions in Å, forces in eV/Å.

Results
* orbital gap: 7.524 eV
* total charge: +1
* E_HOMO: -10.21 eV

4.
Density functional theory data (wB97M-V/def2-TZVPD) for a structure of composition C6H13AlIO9S2.

The geometry in XYZ format:
```
32
Properties=species:S:1:pos:R:3:forces:R:3:nbo_charge:R:1
O 3.03088 -3.21614 1.07137 0.0 0.2 -0.3 -0.57
C 2.78946 -2.61895 0.07399 -0.2 -0.6 0.4 0.59
I 3.86307 -0.61474 -0.11102 0.1 0.2 0.0 -0.25
C 1.90212 -2.86000 -1.02230 0.5 0.2 -0.5 -0.99
Al -0.01780 -2.18776 -0.55534 -0.5 0.0 -0.3 0.89
H 2.15969 -2.27146 -1.89625 0.0 0.2 0.0 0.25
H 1.89274 -3.91279 -1.30340 -0.2 -0.1 0.4 0.25
H -0.79741 -2.12059 -1.98053 0.1 0.0 0.0 -0.39
H 0.16166 -0.70508 0.02265 0.2 0.0 0.0 -0.40
H -0.75918 -3.24842 0.41731 0.2 0.0 0.1 -0.39
C 1.79960 0.55956 3.47944 0.1 -0.1 0.1 -0.10
C 1.23207 -0.84600 3.49643 0.1 -0.1 -0.3 -0.10
O -0.16284 -0.63901 3.79973 0.0 0.1 0.3 -0.69
S -0.66728 0.70182 3.10990 0.6 -0.4 -0.2 2.56
O -1.21651 0.39552 1.84423 -0.7 0.4 0.0 -0.89
O -1.36658 1.47011 4.08014 -0.1 0.0 0.0 -0.92
O 0.77396 1.33607 2.84690 0.0 0.2 0.1 -0.69
H 1.95963 0.94240 4.48983 0.0 0.0 0.0 0.18
H 2.71360 0.64135 2.89708 -0.1 0.0 -0.1 0.23
H 1.66906 -1.47332 4.26742 -0.1 0.0 0.1 0.21
H 1.31607 -1.33403 2.52390 0.0 0.1 0.0 0.23
C -1.50476 1.45879 -1.99644 0.3 0.0 0.1 -0.10
C -1.91402 2.90305 -2.19126 -0.2 0.0 0.1 -0.10
O -2.04582 3.03868 -3.61744 0.1 0.0 0.0 -0.70
S -2.57946 1.66689 -4.23656 0.0 0.1 -0.1 2.56
O -3.98697 1.74161 -4.42862 0.0 0.0 0.0 -0.92
O -1.73921 1.32892 -5.32987 0.0 0.0 0.0 -0.91
O -2.28930 0.75497 -2.98356 -0.1 0.0 0.2 -0.68
H -0.44621 1.30038 -2.19964 0.0 0.0 -0.1 0.21
H -1.72453 1.08102 -1.00162 -0.1 -0.2 -0.1 0.24
H -1.16736 3.60822 -1.83834 0.0 0.0 -0.1 0.21
H -2.87836 3.11891 -1.72814 0.0 0.0 0.0 0.19
```
Positions in Å, forces in eV/Å.

Results
* orbital gap: 8.337 eV
* total charge: -1
* E_HOMO: -5.90 eV